(1)
{"formula": "C9H16O5Y", "method": "the ωB97M-V functional and the def2-TZVPD basis", "symbols": ["Y", "C", "C", "O", "C", "C", "O", "C", "C", "O", "C", "C", "O", "H", "H", "H", "H", "H", "H", "H", "H", "H", "H", "H", "H", "H", "H", "H", "H", "O", "C"], "xyz": [[1.056260, -0.690951, -0.811066], [1.712421, -0.180946, 2.153246], [0.320323, -0.758799, 2.296964], [-0.021370, -1.418234, 1.021354], [-1.445707, -1.766547, 0.851786], [-1.687441, -2.033263, -0.622081], [-1.072885, -0.962778, -1.435582], [-1.851764, 0.268585, -1.654582], [-0.878890, 1.343163, -2.102882], [0.308293, 1.359582, -1.212199], [0.251630, 2.212171, -0.005905], [1.536139, 1.998866, 0.775436], [1.825629, 0.550653, 0.872515], [2.490713, -0.944585, 2.112937], [1.948678, 0.505532, 2.966430], [-0.434141, 0.011249, 2.469103], [0.283887, -1.498545, 3.097881], [-2.024465, -0.919554, 1.223820], [-1.663506, -2.654617, 1.446376], [-2.753639, -2.073347, -0.848120], [-1.230845, -2.959609, -0.975401], [-2.348303, 0.519478, -0.716149], [-2.594537, 0.076601, -2.430020], [-1.344342, 2.328819, -2.072046], [-0.478652, 1.176563, -3.102869], [-0.635898, 1.921108, 0.560130], [0.166702, 3.252119, -0.324230], [1.435929, 2.402076, 1.783308], [2.406514, 2.438038, 0.291270], [3.754792, -1.939784, -3.148163], [2.968475, -1.563047, -2.461259]], "forces_ev_per_angstrom": [[0.384, -0.170, -0.205], [0.026, 0.302, -0.100], [-0.152, -0.077, -0.090], [0.049, 0.175, -0.223], [0.141, 0.057, 0.107], [-0.076, 0.237, -0.147], [0.219, 0.116, 0.200], [0.029, -0.120, 0.098], [0.101, 0.201, 0.247], [-0.073, -0.248, 0.194], [-0.072, -0.051, -0.148], [-0.007, -0.173, 0.155], [-0.415, -0.166, -0.191], [-0.032, -0.015, 0.033], [-0.018, -0.096, 0.064], [0.030, -0.003, 0.071], [0.026, 0.044, 0.020], [-0.065, -0.059, 0.006], [-0.061, 0.020, -0.021], [0.007, -0.094, 0.065], [-0.008, -0.007, 0.052], [-0.046, 0.054, -0.046], [-0.012, 0.037, 0.025], [-0.037, -0.036, -0.095], [-0.056, -0.040, -0.002], [0.017, 0.083, 0.046], [0.003, -0.007, 0.044], [0.029, 0.089, -0.051], [-0.042, 0.029, -0.016], [0.008, 0.022, -0.001], [0.102, -0.107, -0.089]], "energy_ev": -20844.5672, "total_charge": 3, "gap_ev": 11.39, "largest_force_ev_per_a": 0.486, "multiplicity": 1, "e_lumo_ev": -11.4}

---

(2)
{"formula": "C9H16O9", "method": "the ωB97M-V functional and the def2-TZVPD basis", "symbols": ["C", "O", "C", "O", "O", "C", "H", "H", "H", "H", "H", "H", "C", "O", "C", "O", "O", "C", "H", "H", "H", "H", "H", "H", "O", "C", "O", "C", "C", "O", "H", "H", "H", "H"], "xyz": [[2.493791, -18.595060, -9.320265], [3.025297, -18.283470, -8.046979], [4.140760, -17.576262, -8.009685], [4.737622, -17.204435, -8.995579], [4.544367, -17.425568, -6.773083], [5.816414, -16.863820, -6.527782], [3.108634, -19.276771, -9.916382], [2.330953, -17.778743, -10.023592], [1.585932, -19.151739, -9.103919], [5.990818, -16.724820, -5.465251], [5.747917, -15.857957, -6.958002], [6.661387, -17.372844, -6.989060], [2.679934, -21.055848, -12.750402], [3.078197, -22.297763, -12.215018], [2.880850, -23.388998, -12.926776], [2.317445, -23.464320, -13.988171], [3.534315, -24.379588, -12.325995], [3.785148, -25.582832, -13.052702], [3.168788, -20.221682, -12.255672], [1.599522, -20.930960, -12.637100], [2.887022, -21.006731, -13.819932], [2.914913, -26.242762, -13.021464], [4.533745, -26.086714, -12.447965], [4.027594, -25.398358, -14.095330], [6.036136, -19.935782, -11.672479], [6.431621, -18.830254, -11.442732], [6.093850, -17.737800, -12.140103], [6.590332, -16.588615, -11.444394], [7.741819, -17.156943, -10.627553], [7.399024, -18.534776, -10.581003], [6.992367, -15.853037, -12.137210], [5.812994, -16.150368, -10.821935], [7.855679, -16.749764, -9.629716], [8.596191, -17.044534, -11.299146]], "forces_ev_per_angstrom": [[-0.240, -1.025, -1.101], [-0.191, 0.325, 0.506], [0.781, -0.420, -1.378], [0.067, 0.287, 0.082], [-0.475, -0.950, 1.408], [0.198, 1.827, -0.776], [0.478, -0.061, 0.549], [-0.171, 0.531, 0.674], [-0.185, 0.329, -0.056], [-0.401, -0.487, 0.085], [0.535, -0.010, 0.044], [-0.307, -0.391, -0.075], [-1.054, 0.398, -0.880], [0.407, 0.327, 1.061], [0.600, -0.206, -0.989], [-0.242, 0.002, 0.039], [0.105, -0.018, 0.382], [-0.840, -0.355, 0.509], [0.382, -0.432, 0.267], [0.004, -0.050, 0.030], [0.129, -0.059, 0.052], [-0.193, 0.214, -0.120], [0.405, 0.096, -0.451], [0.340, 0.088, 0.104], [-0.180, 0.491, 0.335], [0.326, -0.899, -1.001], [-0.511, 0.769, -0.013], [-0.039, 0.649, 0.357], [-0.461, -0.128, -1.340], [0.546, -0.488, 1.390], [-0.381, -0.069, -0.273], [-0.141, -0.124, -0.139], [0.131, -0.023, -0.039], [0.577, -0.136, 0.755]], "energy_ev": -28019.4940, "gap_ev": 11.08, "largest_force_ev_per_a": 1.995, "multiplicity": 1, "e_lumo_ev": 0.6}

---

(3)
{"formula": "C9H16SSi2", "method": "the ωB97M-V functional and the def2-TZVPD basis", "symbols": ["C", "C", "C", "C", "C", "C", "C", "C", "C", "Si", "Si", "S", "H", "H", "H", "H", "H", "H", "H", "H", "H", "H", "H", "H", "H", "H", "H", "H"], "xyz": [[-3.690679, 1.577771, -0.043968], [-3.260319, 1.312299, 1.236354], [-3.021736, 1.101052, -1.229375], [-2.149300, 0.415727, 1.466682], [-1.955284, 0.289357, -1.013153], [-1.564185, -0.110124, 0.304854], [4.084174, 0.538448, 0.345718], [2.622004, 0.868988, 0.416288], [1.838149, 0.163884, -0.652589], [-0.378222, -3.368769, -0.310898], [-0.127922, -1.215414, 0.442681], [1.249595, 1.094528, -2.020943], [-4.724562, 2.024611, -0.093289], [-3.933921, 1.699339, 2.020154], [-3.260493, 1.471724, -2.184095], [-1.674943, 0.121833, 2.367033], [-1.331548, 0.027914, -1.914406], [4.827033, 1.239612, 0.944920], [4.182631, -0.463478, 0.752483], [4.527040, 0.364216, -0.648663], [2.450699, 1.898995, 0.150095], [2.115332, 0.566277, 1.359939], [2.223790, -0.727050, -1.003211], [0.632433, -3.846499, -1.201404], [-1.651641, -4.009694, -0.906525], [0.031880, -4.034193, 1.046730], [0.725616, -1.307684, 1.746252], [1.214369, 2.306328, -1.377664]], "forces_ev_per_angstrom": [[-1.300, -0.291, -1.039], [0.311, -1.096, 0.851], [-0.493, 0.809, 3.023], [-1.156, 1.167, -2.898], [1.316, -0.650, -0.569], [-0.305, 0.692, 0.218], [2.386, -0.009, 1.210], [-1.026, -0.002, -0.439], [-3.077, -0.832, 0.960], [-0.657, -1.436, 1.221], [3.350, 1.409, -0.582], [0.167, 1.006, 0.073], [1.455, 0.004, -0.325], [0.845, -0.301, -0.092], [-0.506, 0.164, -1.034], [-0.292, 0.114, 1.154], [-0.672, -0.139, 1.222], [-1.740, -1.316, -1.134], [0.287, -0.183, 0.533], [-0.557, 0.779, -0.014], [0.013, 0.698, 0.831], [0.879, 0.735, -0.179], [1.186, -1.653, -0.826], [0.866, -0.030, -0.730], [0.603, 0.760, 0.649], [-0.581, 0.211, -1.030], [-1.162, 0.073, -0.608], [-0.141, -0.682, -0.448]], "energy_ev": -36178.9870, "gap_ev": 7.25, "largest_force_ev_per_a": 3.681, "relative_energy_kcal_mol": 0.0, "multiplicity": 1, "e_lumo_ev": 0.1}

---

(4)
{"formula": "C9H17B3FN6O8S", "method": "the ωB97M-V functional and the def2-TZVPD basis", "symbols": ["O", "C", "O", "B", "O", "B", "F", "O", "B", "C", "C", "C", "C", "S", "C", "N", "N", "C", "O", "O", "H", "H", "H", "H", "H", "H", "H", "H", "H", "C", "O", "N", "N", "H", "H", "H", "H", "C", "O", "N", "N", "H", "H", "H", "H"], "xyz": [[3.599983, -0.881754, 1.307527], [3.632683, 0.381589, 1.141175], [4.792373, 1.106948, 1.439655], [2.400991, 1.269327, 0.532091], [2.023502, 2.454222, 1.322580], [2.210466, 3.595335, 0.442271], [2.734809, 4.839931, 0.918876], [1.855167, 3.418167, -0.956759], [1.066012, 2.211242, -1.062318], [-0.522099, 2.241375, -1.495939], [-1.200004, 3.394682, -0.611660], [-2.805044, 3.357017, -0.552597], [-3.294936, 3.291645, 0.982978], [-4.603287, 2.024940, 1.335382], [-4.094938, 0.381159, 0.698375], [-2.870388, 0.103522, 0.040767], [-2.771605, -1.211165, -0.369774], [-4.017106, -1.748344, 0.114369], [-4.853054, -0.817241, 0.770401], [1.732337, 0.957352, -0.724341], [-0.908075, 1.184612, -1.266534], [-0.653879, 2.386601, -2.630001], [-0.882645, 4.395955, -1.082430], [-0.740141, 3.384500, 0.439567], [-3.164328, 4.383387, -0.947340], [-3.291849, 2.581777, -1.231972], [-2.435712, 3.094351, 1.723359], [-3.711655, 4.324829, 1.286688], [-4.341027, -2.834163, -0.013103], [7.886540, 0.096696, -1.048746], [7.981359, 1.300381, -1.244692], [6.828791, -0.464595, -0.421134], [8.844224, -0.785873, -1.448640], [6.737910, -1.449620, -0.253971], [6.091988, 0.156166, -0.105901], [9.648581, -0.407385, -1.919940], [8.788494, -1.776267, -1.299154], [-4.678518, -5.730436, 0.702400], [-4.600136, -4.521860, 0.534468], [-5.744282, -6.316963, 1.300170], [-3.706843, -6.586515, 0.305705], [-5.828160, -7.305921, 1.447703], [-6.487449, -5.711980, 1.609109], [-2.898005, -6.186926, -0.142626], [-3.751045, -7.580711, 0.433953]], "forces_ev_per_angstrom": [[-0.737, 2.491, -0.664], [4.395, -0.224, 1.492], [-4.805, -1.996, -1.772], [0.322, -0.802, 0.261], [0.855, 1.408, -3.377], [0.455, 0.012, 0.292], [-1.571, -3.155, -1.292], [-0.573, -0.556, 2.936], [0.378, -1.018, -0.727], [0.760, -0.547, 0.203], [0.114, 0.115, -0.928], [0.169, 1.300, 0.345], [1.247, -0.040, -0.286], [-0.520, -1.017, -0.156], [4.357, -1.981, -2.451], [-3.221, 1.619, 1.810], [-6.710, -0.484, 3.335], [3.008, 1.077, -1.502], [2.818, 0.805, -1.311], [-0.189, 3.650, 2.057], [0.242, 1.701, -0.150], [0.113, 0.089, 1.673], [-0.402, -1.463, 0.789], [-0.831, -0.087, -1.394], [0.421, -1.637, 0.553], [0.897, 0.776, 1.214], [-1.164, 0.176, -1.391], [0.084, -1.951, -0.342], [0.299, 2.032, 0.473], [-0.869, 0.345, 0.427], [0.329, -0.127, -0.209], [-0.219, 0.206, -0.156], [1.036, -0.387, -0.504], [-0.028, 0.115, 0.050], [-0.112, -0.019, 0.497], [-0.170, -0.076, 0.110], [-0.063, 0.114, 0.028], [0.129, 0.103, -0.080], [-0.199, -0.518, 0.096], [-0.687, 0.042, 0.323], [0.579, -0.094, -0.322], [0.053, 0.089, -0.020], [0.139, -0.116, -0.044], [-0.112, -0.070, 0.099], [-0.017, 0.099, 0.017]], "energy_ev": -50519.1177, "total_charge": -1, "gap_ev": 6.12, "largest_force_ev_per_a": 7.508, "multiplicity": 1, "e_lumo_ev": 1.7}